1.
ORCA calculation (wB97M-V/def2-TZVPD) on 3 unconnected molecules or ions with the total composition C15H35FO15P2S2 at a distorted geometry.

Results
HOMO energy = -9.9 eV

Each line ends with the Mulliken charge.
Cartesian coordinates (Å):
O  6.7874  -5.3535  2.2523  -0.45
C  6.0699  -4.9288  1.3897  0.11
O  5.4934  -3.7020  1.3979  -0.24
C  4.7551  -3.4224  2.5992  -0.61
C  4.6385  -1.9033  2.7408  -0.37
O  5.0904  -1.4179  4.0261  -0.27
S  6.6818  -1.1048  4.1151  0.60
O  7.3270  -1.7013  2.9950  -0.39
O  6.7956  0.6410  3.9302  -0.28
S  6.1709  1.2766  2.6055  1.22
O  6.6167  2.6134  2.5860  -0.57
O  4.7669  1.1320  2.5486  -0.46
F  6.8089  0.5967  1.3674  -0.18
H  5.8732  -5.5445  0.4982  0.38
H  5.2342  -3.8732  3.4700  0.35
H  3.7734  -3.8878  2.4847  0.38
H  3.5731  -1.6735  2.7043  0.40
H  5.0680  -1.3831  1.8896  0.33
O  -0.8419  2.3245  1.3360  -0.73
P  0.1215  3.1715  0.5478  1.22
O  0.6959  4.1504  1.7247  -0.34
C  1.6277  3.6194  2.6706  -0.43
C  3.0361  3.5681  2.1065  -0.78
O  -1.0146  4.2045  -0.0718  -0.45
C  -2.3406  3.7530  -0.3539  -0.16
C  -3.2984  4.2279  0.7178  -1.27
O  1.1930  3.7728  -0.5471  -0.30
C  1.0237  3.4186  -1.9400  -0.29
C  0.4935  4.6067  -2.7154  -0.97
H  1.3063  2.6254  2.9977  0.26
H  1.6023  4.2765  3.5399  0.34
H  3.1015  2.8464  1.2903  0.22
H  3.7476  3.2790  2.8756  0.33
H  3.3234  4.5395  1.7034  0.29
H  -2.3742  2.6685  -0.4590  0.27
H  -2.6293  4.1789  -1.3193  0.33
H  -2.9836  3.8921  1.7055  0.29
H  -4.3078  3.8583  0.5274  0.38
H  -3.3256  5.3184  0.7436  0.33
H  0.3671  2.5518  -2.0477  0.30
H  2.0074  3.1412  -2.3200  0.36
H  -0.5693  4.7542  -2.5346  0.14
H  0.6312  4.4561  -3.7871  0.39
H  0.9999  5.5232  -2.4128  0.29
O  -2.6760  -3.8217  -0.9484  -0.75
P  -3.5574  -3.0722  -1.8857  1.08
O  -2.5272  -2.3437  -2.9175  -0.25
C  -1.7979  -3.1442  -3.8491  -0.35
C  -2.6446  -3.5138  -5.0549  -0.97
O  -3.9686  -1.7928  -0.9381  -0.32
C  -3.9866  -1.9101  0.4883  -0.36
C  -2.7642  -1.2507  1.0872  -1.02
O  -4.8598  -2.7949  -2.8404  -0.35
C  -6.1745  -3.0665  -2.2992  -0.30
C  -6.8851  -1.7660  -1.9878  -0.97
H  -1.4135  -4.0418  -3.3553  0.30
H  -0.9411  -2.5518  -4.1696  0.31
H  -3.4600  -4.1813  -4.7691  0.25
H  -2.0396  -4.0168  -5.8107  0.40
H  -3.0944  -2.6235  -5.4937  0.25
H  -4.0629  -2.9528  0.7967  0.41
H  -4.8884  -1.4035  0.8435  0.35
H  -1.8454  -1.6763  0.6840  0.28
H  -2.7561  -1.3709  2.1719  0.38
H  -2.7453  -0.1834  0.8615  0.15
H  -6.1101  -3.7034  -1.4137  0.30
H  -6.7267  -3.6134  -3.0639  0.36
H  -6.5059  -1.3181  -1.0714  0.15
H  -7.9546  -1.9364  -1.8572  0.39
H  -6.7313  -1.0403  -2.7863  0.29

2.
ORCA calculation (wB97M-V/def2-TZVPD) on 5 unconnected molecules or ions with the total composition C15H35N5O5 at a distorted geometry.

Results
HOMO energy = -8.8 eV
ΔE to the lowest compared entry with this formula, charge and spin = 84.8 kcal/mol
SMILES string = CN(C)C=O.CN(C)C=O.CN(C)C=O.CN(C)C=O.CN(C)C=O

Each line ends with the Mulliken charge.
Cartesian coordinates (Å):
C  -2.0544  -3.0830  5.1660  0.21
O  -3.2669  -2.9599  5.1554  -0.60
N  -1.1944  -2.0969  5.4489  0.18
C  0.2403  -2.2471  5.4188  -0.83
C  -1.7381  -0.8201  5.9511  -1.06
H  -1.4643  -3.9992  4.8603  0.23
H  0.6757  -2.1689  6.4152  0.32
H  0.6655  -1.4914  4.7444  0.23
H  0.5799  -3.2518  5.1272  0.30
H  -2.7847  -0.6224  5.6945  0.26
H  -1.6812  -0.8131  7.0028  0.39
H  -1.1411  -0.0777  5.5014  0.37
C  -2.7294  1.1174  -6.8418  0.20
O  -2.2731  2.0386  -7.5323  -0.58
N  -2.1405  0.5423  -5.7481  0.13
C  -0.7815  0.7689  -5.4114  -0.79
C  -2.8242  -0.4351  -4.9476  -0.63
H  -3.6848  0.6350  -7.2081  0.23
H  -0.1369  1.3130  -6.1699  0.29
H  -0.2851  -0.2238  -5.1928  0.23
H  -0.6454  1.2597  -4.4653  0.25
H  -3.8460  -0.5102  -5.4095  0.31
H  -2.2590  -1.3515  -5.0390  0.28
H  -2.9370  -0.1635  -3.8572  0.10
C  -0.3272  1.2348  2.3005  0.33
O  -0.1504  0.4321  3.1624  -0.57
N  -1.4461  1.3971  1.5931  0.10
C  -1.6535  2.2652  0.3385  -0.80
C  -2.6530  0.6534  2.0042  -0.72
H  0.4826  1.8505  1.9093  0.10
H  -0.7242  2.8398  0.2587  0.24
H  -2.4579  3.0182  0.6478  0.35
H  -1.9521  1.7335  -0.5820  0.26
H  -2.8972  -0.0336  1.2396  0.33
H  -2.4200  0.0945  2.9200  0.07
H  -3.5517  1.2859  2.2171  0.29
C  2.6616  2.3693  -0.1011  0.17
O  1.9093  1.9517  -0.9942  -0.66
N  3.9910  2.0247  -0.0867  0.10
C  4.9553  2.5379  0.9482  -0.95
C  4.5275  1.0823  -1.0624  -0.95
H  2.4446  3.0080  0.7766  0.31
H  5.6566  3.2316  0.4285  0.32
H  5.4378  1.6513  1.4004  0.35
H  4.3550  3.0397  1.7121  0.31
H  5.5713  0.9984  -1.0237  0.44
H  4.1407  0.0781  -0.9739  0.21
H  4.2779  1.4785  -2.0214  0.36
C  -0.0363  -0.4683  -1.5367  0.61
O  -0.9426  -0.2079  -2.2681  -0.62
N  0.4816  -1.6842  -1.3219  0.12
C  1.5940  -1.7915  -0.4805  -0.68
C  0.1552  -2.9079  -2.0527  -0.86
H  0.5126  0.2465  -0.9271  -0.06
H  2.4125  -2.3671  -0.8392  0.41
H  1.2357  -2.1536  0.4915  0.33
H  1.9726  -0.8027  -0.1636  -0.11
H  1.0559  -3.3093  -2.4066  0.35
H  -0.3233  -3.5532  -1.3039  0.33
H  -0.5892  -2.5831  -2.8659  0.18

3.
ORCA calculation (wB97M-V/def2-TZVPD) on 3 unconnected molecules or ions with the total composition C15H35O5P.

Results
HOMO energy = -8.6 eV
ΔE to the lowest compared entry with this formula, charge and spin = 0.0 kcal/mol
SMILES string = CC[C@H](C)[PH2](COC)OC[C@@H](C)O.CC(C)=O.CC(C)=O

Each line ends with the Mulliken charge.
Cartesian coordinates (Å):
C  3.8431  -2.0462  -0.4784  -1.32
C  2.6989  -2.8345  0.1575  -0.71
C  2.0724  -3.9250  -0.7240  0.66
C  3.1288  -4.7540  -1.4705  -1.66
P  0.7731  -3.4420  -1.9532  0.65
C  0.0306  -5.2309  -2.0984  -0.94
O  -1.3648  -5.2136  -1.8309  -0.42
C  -1.6908  -5.1771  -0.4549  -0.60
O  1.2222  -1.7738  -1.9401  -0.33
C  0.2292  -0.7801  -2.0302  -1.02
C  -0.3669  -0.4233  -0.6599  0.94
C  0.4479  0.6319  0.0539  -1.34
O  -1.6916  0.0872  -0.7899  -0.55
H  4.0484  -1.1449  0.1026  0.39
H  3.5876  -1.7268  -1.4866  0.25
H  4.7666  -2.6264  -0.5209  0.37
H  3.0658  -3.3382  1.0581  0.54
H  1.9213  -2.1433  0.4862  0.14
H  1.5421  -4.6169  -0.0630  0.30
H  3.6191  -4.1749  -2.2543  0.36
H  2.6889  -5.6393  -1.9329  0.42
H  3.9015  -5.0923  -0.7766  0.41
H  1.1713  -3.5004  -3.3025  -0.12
H  -0.5565  -3.0493  -1.6345  -0.07
H  0.5224  -5.9730  -1.4540  0.52
H  0.1330  -5.5742  -3.1310  0.39
H  -2.4065  -4.3762  -0.2574  0.25
H  -2.1406  -6.1294  -0.1563  0.28
H  -0.8111  -5.0105  0.1754  0.24
H  -0.5881  -1.0746  -2.7080  0.29
H  0.7015  0.1021  -2.4710  0.32
H  -0.3750  -1.3397  -0.0528  0.09
H  1.4995  0.3393  0.0924  0.26
H  0.3784  1.5809  -0.4791  0.22
H  0.0888  0.7919  1.0702  0.41
H  -2.2491  -0.5955  -1.1758  0.36
C  -0.8395  4.8399  -0.2662  -1.11
C  0.6555  4.8319  -0.0841  0.90
O  1.2273  3.9381  0.4965  -0.55
C  1.4130  6.0012  -0.6704  -1.17
H  -1.2826  3.9595  0.1894  0.24
H  -1.2701  5.7294  0.1956  0.37
H  -1.0787  4.8735  -1.3318  0.39
H  1.0526  6.9347  -0.2337  0.33
H  1.2308  6.0617  -1.7453  0.32
H  2.4774  5.8893  -0.4807  0.32
C  -4.1519  3.4126  3.6526  -1.06
C  -3.4119  4.6953  3.3617  0.78
O  -2.7825  4.8464  2.3413  -0.49
C  -3.4952  5.7753  4.4129  -1.09
H  -4.0174  2.7124  2.8324  0.26
H  -3.7830  2.9723  4.5811  0.33
H  -5.2143  3.6187  3.7974  0.33
H  -3.1067  5.4017  5.3622  0.33
H  -4.5377  6.0523  4.5818  0.32
H  -2.9267  6.6465  4.0983  0.28

4.
ORCA calculation (wB97M-V/def2-TZVPD) on 3 unconnected molecules or ions with the total composition C15H36FN2O3.

Results
HOMO energy = -12.0 eV
Charge = +1

Each line ends with the Mulliken charge.
Cartesian coordinates (Å):
C  1.5617  1.3826  2.7213  -1.56
C  0.3123  1.6880  1.9033  -0.06
F  0.6400  2.6004  0.9170  -0.34
C  -0.4118  0.4787  1.2945  0.92
C  -1.2652  -0.2049  2.4247  -0.93
N  -0.8721  -1.5103  2.9070  -0.54
C  -1.3769  0.8973  0.1655  -1.55
O  -0.7586  1.3254  -1.0132  -0.39
C  0.0849  0.3315  -1.5360  -0.58
C  1.1913  -0.0117  -0.5624  -0.54
N  0.5414  -0.5042  0.7014  -0.18
H  2.1771  0.5733  2.3334  0.38
H  1.3006  1.2076  3.7620  0.31
H  2.1824  2.2770  2.6990  0.45
H  -0.4053  2.1858  2.5541  0.73
H  -1.2969  0.4606  3.2832  0.37
H  -2.2884  -0.2948  2.0589  0.41
H  0.0204  -1.5519  3.3741  0.26
H  -1.0112  -2.2813  2.2734  0.25
H  -2.0017  0.0182  -0.0551  0.54
H  -2.0126  1.6936  0.5461  0.54
H  0.5107  0.6923  -2.4682  0.43
H  -0.5041  -0.5717  -1.7592  0.29
H  1.8514  0.8230  -0.3526  0.27
H  1.7781  -0.8378  -0.9632  0.47
H  1.2249  -0.8285  1.3832  0.53
H  0.0031  -1.3361  0.4486  0.48
C  -4.8648  -0.0683  -0.8641  -1.07
C  -4.8190  -1.5868  -0.8510  -0.36
O  -5.1600  -2.1621  0.3932  -0.44
C  -6.4754  -1.8985  0.8650  -0.30
C  -7.5744  -2.3887  -0.0595  -1.05
H  -4.2237  0.3266  -0.0739  0.26
H  -4.5138  0.3093  -1.8256  0.42
H  -5.8679  0.3249  -0.7033  0.37
H  -3.7951  -1.9211  -1.0381  0.29
H  -5.4316  -1.9988  -1.6594  0.36
H  -6.5983  -0.8309  1.0790  0.30
H  -6.5382  -2.4204  1.8190  0.34
H  -7.5600  -1.8817  -1.0251  0.27
H  -8.5477  -2.2040  0.3944  0.39
H  -7.4737  -3.4594  -0.2390  0.29
C  5.9088  2.3724  -0.5729  -1.16
C  5.3673  0.9568  -0.4881  -0.15
O  4.6714  0.5280  -1.6481  -0.33
C  5.4267  0.5154  -2.8545  -0.38
C  6.6425  -0.3917  -2.8151  -1.04
H  5.1053  3.0804  -0.7801  0.30
H  6.3803  2.6470  0.3708  0.40
H  6.6584  2.4761  -1.3569  0.30
H  4.6342  0.8970  0.3207  0.15
H  6.1677  0.2526  -0.2389  0.35
H  5.7130  1.5340  -3.1337  0.31
H  4.7316  0.1638  -3.6167  0.32
H  7.3754  -0.0678  -2.0757  0.27
H  7.1341  -0.3910  -3.7875  0.39
H  6.3514  -1.4153  -2.5758  0.29

5.
ORCA calculation (wB97M-V/def2-TZVPD) on a molecular structure, C15H36NO4S2SeSi2Sn at a distorted geometry.

Results
HOMO energy = -4.4 eV
Charge = -1
ΔE to the lowest compared entry with this formula, charge and spin = 0.0 kcal/mol

Each line ends with the Mulliken charge.
Cartesian coordinates (Å):
Sn  2.0844  1.4440  1.9548  0.17
C  2.3987  2.7750  -2.9816  -1.64
C  0.9681  2.3992  -2.5764  1.75
C  0.3310  3.4257  -1.6380  -1.04
C  0.1090  1.9115  -3.7370  -1.27
O  1.1817  1.2095  -1.7605  -0.31
Si  0.1244  0.1741  -1.0188  -1.64
S  1.0088  -0.7046  0.6744  -0.32
O  -1.2262  1.0491  -0.6462  0.74
C  -2.6439  0.8526  -0.4315  1.69
C  -2.7386  0.1681  0.9627  -1.29
C  -3.2882  0.0382  -1.5451  -1.43
C  -3.2284  2.2597  -0.4159  -1.75
O  -0.3545  -0.9817  -2.0339  0.60
C  0.1157  -2.2735  -2.5764  1.57
C  1.6288  -2.2691  -2.7036  -1.42
C  -0.3758  -3.2873  -1.5305  -1.28
C  -0.6674  -2.3995  -3.8810  -1.52
H  2.4909  3.6929  -3.5405  0.39
H  2.8866  1.9217  -3.4772  0.33
H  2.9455  2.9678  -2.0308  0.33
H  0.2628  4.4349  -2.1006  0.43
H  0.9850  3.5454  -0.7917  0.28
H  -0.6621  3.1568  -1.2675  -0.04
H  -0.0537  2.7059  -4.4736  0.47
H  -0.8374  1.6255  -3.3074  0.07
H  0.5208  1.0801  -4.2834  0.21
H  -2.1415  -0.7486  0.8868  0.22
H  -3.7768  -0.0349  1.1934  0.50
H  -2.3168  0.8648  1.7279  0.21
H  -2.7092  -0.8341  -1.7407  0.05
H  -3.3357  0.6032  -2.4966  0.34
H  -4.3197  -0.1561  -1.2488  0.50
H  -2.8495  2.9068  0.4254  0.28
H  -4.3343  2.2303  -0.2910  0.37
H  -3.0189  2.8135  -1.3675  0.35
H  2.0979  -2.0949  -1.7521  0.24
H  1.9837  -1.5534  -3.4338  0.29
H  1.9704  -3.2623  -3.0498  0.46
H  0.1276  -3.1214  -0.5568  0.21
H  -0.2952  -4.3412  -1.8589  0.45
H  -1.4375  -3.1446  -1.3026  0.26
H  -0.4818  -1.5593  -4.5905  0.27
H  -1.7967  -2.3782  -3.7555  0.25
H  -0.3876  -3.3422  -4.3553  0.45
C  -0.0896  -0.9460  4.8001  -0.53
Si  1.7512  -1.4229  4.8551  0.52
C  1.9354  -2.9082  3.7208  -0.63
C  2.4934  -1.6970  6.5926  -1.15
Se  3.0292  0.3453  4.2043  -0.46
H  -0.6572  -1.8840  5.0291  0.32
H  -0.3536  -0.5614  3.7983  -0.06
H  -0.3234  -0.2032  5.6053  0.25
H  1.1530  -3.6890  3.8659  0.29
H  2.9752  -3.2957  3.7617  0.27
H  1.7612  -2.6013  2.6838  -0.01
H  1.8151  -2.1622  7.3176  0.34
H  2.8085  -0.7300  7.0540  0.29
H  3.4490  -2.2553  6.5794  0.29
O  1.0282  4.5846  2.7317  -0.54
S  0.0307  3.5679  3.1776  0.33
N  0.2496  2.0890  2.9459  -0.27

6.
ORCA calculation (wB97M-V/def2-TZVPD) on a molecular structure, C15H37As3RhSe2.

Results
HOMO energy (spin up / spin down) = -17.0 / -17.0 eV
Charge = +3
ΔE to the lowest compared entry with this formula, charge and spin = 0.0 kcal/mol

Each line ends with the Mulliken charge.
Cartesian coordinates (Å):
Rh  0.4400  -0.2699  0.7274  -0.10
C  -2.1135  -2.6826  0.2117  -1.30
As  -1.7953  -1.0581  1.2087  0.75
C  -2.9392  0.1847  0.2726  -1.20
C  -2.3327  -1.6167  2.9868  -1.61
C  -2.2083  -0.6956  4.2064  1.79
C  -2.7376  -1.5041  5.4059  -1.98
C  -0.7257  -0.4026  4.5165  -2.00
As  0.5633  0.0566  3.1233  1.13
C  1.1583  1.9019  3.0387  -1.32
C  2.1605  -0.7878  3.8068  -1.44
C  -3.0604  0.5731  4.0639  -1.47
As  -2.2556  2.0458  3.0324  0.27
C  -3.8799  2.9726  2.4942  -1.22
C  -1.6904  3.2181  4.4869  -1.25
H  -3.1923  -2.8525  0.2289  0.49
H  -1.6196  -3.5400  0.6637  0.43
H  -1.7917  -2.5576  -0.8200  0.46
H  -3.9693  -0.0532  0.5487  0.45
H  -2.8047  -0.0083  -0.7916  0.51
H  -2.7171  1.2159  0.5178  0.24
H  -1.7436  -2.5274  3.1403  0.56
H  -3.3719  -1.9358  2.8562  0.72
H  -2.2421  -2.4724  5.4938  0.48
H  -3.8099  -1.6751  5.3059  0.46
H  -2.5782  -0.9532  6.3335  0.48
H  -0.2665  -1.2876  4.9643  0.76
H  -0.6387  0.4049  5.2484  0.68
H  1.2560  2.2608  4.0657  0.42
H  0.4629  2.5376  2.5030  0.36
H  2.1486  1.9027  2.5827  0.44
H  2.3500  -0.3481  4.7891  0.52
H  3.0144  -0.5823  3.1638  0.44
H  2.0163  -1.8584  3.9397  0.40
H  -3.3096  0.9604  5.0541  0.70
H  -4.0121  0.3175  3.5908  0.47
H  -4.4063  2.4257  1.7140  0.42
H  -3.6217  3.9590  2.1129  0.45
H  -4.5312  3.0825  3.3604  0.41
H  -0.9128  2.7621  5.0985  0.36
H  -2.5498  3.4408  5.1181  0.43
H  -1.3019  4.1496  4.0770  0.44
C  2.1227  2.1251  -1.2722  -0.92
Se  1.4942  0.2940  -1.4875  0.19
C  3.1524  -0.7116  -1.2118  -0.64
C  2.7965  -2.1682  -1.0390  -0.86
Se  1.2369  -2.4559  0.1488  0.27
C  2.1705  -3.3366  1.6026  -1.23
H  2.6526  2.2510  -0.3330  0.32
H  1.2464  2.7666  -1.3288  0.36
H  2.7774  2.3329  -2.1166  0.39
H  3.6709  -0.2952  -0.3509  0.35
H  3.7648  -0.5737  -2.1039  0.49
H  3.6180  -2.7350  -0.6031  0.49
H  2.5052  -2.6369  -1.9785  0.46
H  2.9388  -2.6944  2.0253  0.38
H  2.6198  -4.2210  1.1498  0.51
H  1.4384  -3.6470  2.3440  0.40

How do the records compare in E? In the order shown, they have -89799.46937; -33809.22719; -35646.73738; -27971.49556; -134432.29632; -332344.15712 eV.